(1)
62
Properties=species:S:1:pos:R:3:lowdin_charge:R:1 method="wB97M-V/def2-TZVPD" charge=-1 multiplicity=3 homo_energy_ha="-0.2274 / -0.2259" gap_ev="6.86 / 5.95" s_squared=2.017
V -0.818 0.100 0.481 0.69
S 3.419 -2.196 0.548 0.09
Sb 1.776 -1.653 -1.071 -0.04
S -0.344 -2.080 -0.098 0.21
S 2.301 0.505 -1.813 0.06
S 2.135 -3.167 -2.693 -0.15
F -1.591 0.055 2.054 -0.37
Sb -0.451 3.142 1.360 1.48
F -0.607 2.690 3.258 -0.52
F 0.898 0.368 0.928 -0.53
F 1.358 3.585 1.803 -0.45
F -0.027 4.369 -0.209 -0.59
F -1.660 4.576 1.799 -0.47
C 4.081 3.349 -7.401 -0.05
C 3.121 3.000 -6.298 -0.26
C 2.737 1.689 -6.076 -0.01
C 1.883 1.333 -5.034 -0.32
C 1.473 -0.104 -4.922 -0.11
C 1.418 2.342 -4.195 -0.38
Te 0.295 2.137 -2.373 1.65
N -0.826 0.657 -1.410 -0.38
C -2.050 0.163 -1.586 -0.62
O -2.682 -0.021 -0.504 -0.07
C -2.581 -0.373 -2.857 -0.15
C -3.895 -0.116 -3.232 -0.02
C -4.389 -0.664 -4.403 -0.08
C -3.587 -1.495 -5.174 -0.08
C -2.291 -1.786 -4.773 -0.06
C -1.783 -1.222 -3.614 -0.03
C -1.512 2.450 -3.544 -0.33
C -1.532 2.028 -4.869 -0.10
C -2.660 2.195 -5.657 -0.08
C -3.779 2.810 -5.119 -0.09
C -3.763 3.230 -3.801 -0.06
C -2.647 3.050 -2.982 -0.30
C -2.727 3.486 -1.549 -0.06
C 1.761 3.686 -4.410 -0.30
C 1.232 4.807 -3.550 -0.08
C 2.609 3.988 -5.466 -0.01
H 4.100 2.574 -8.167 0.07
H 5.096 3.454 -7.012 0.08
H 3.813 4.293 -7.877 0.08
H 3.103 0.907 -6.733 0.12
H 2.304 -0.744 -4.624 0.05
H 1.092 -0.457 -5.884 0.09
H 0.698 -0.251 -4.177 0.01
H -4.507 0.525 -2.612 0.13
H -5.403 -0.446 -4.714 0.11
H -3.981 -1.931 -6.084 0.10
H -1.675 -2.460 -5.354 0.11
H -0.791 -1.483 -3.270 0.08
H -0.666 1.552 -5.306 0.09
H -2.659 1.845 -6.682 0.11
H -4.667 2.957 -5.722 0.10
H -4.638 3.712 -3.379 0.11
H -3.572 4.158 -1.401 0.09
H -1.829 4.006 -1.216 0.03
H -2.879 2.627 -0.886 0.07
H 1.562 4.741 -2.510 0.07
H 0.138 4.832 -3.538 0.07
H 1.568 5.766 -3.942 0.08
H 2.880 5.025 -5.636 0.12

***

(2)
11
Properties=species:S:1:pos:R:3:lowdin_charge:R:1 method="wB97M-V/def2-TZVPD" multiplicity=3 homo_energy_ha="-0.1320 / -0.3710" gap_ev="4.78 / 7.68" s_squared=2.009
C -0.524 0.404 -1.182 -0.05
C -0.746 -0.061 0.276 -0.15
C 0.342 -0.667 -0.600 -0.20
C 0.349 0.445 1.147 -0.29
N 1.401 -0.105 0.266 0.04
O 1.174 -0.593 1.579 0.05
H -1.220 0.000 -1.787 0.06
H -0.121 1.431 -1.050 0.13
H -1.756 -0.409 0.542 0.13
H 0.692 -1.740 -0.866 0.18
H 0.408 1.295 1.675 0.10

***

(3)
14
Properties=species:S:1:pos:R:3:lowdin_charge:R:1 method="wB97M-V/def2-TZVPD" homo_energy_ha=-0.2691 gap_ev=7.57
C -1.534 0.892 -0.105 -0.51
C 0.253 -0.822 -0.190 -0.62
C -0.304 1.581 0.167 -0.27
C 0.757 0.623 -0.541 -0.17
C 0.978 -1.865 0.149 -0.04
S -1.485 -0.730 -0.071 0.89
H -2.556 1.378 0.016 0.09
H -0.103 2.498 -0.227 0.07
H -0.005 1.606 1.254 0.13
H 1.808 0.650 -0.439 0.08
H 0.561 0.761 -1.719 0.15
H 2.447 -1.883 -0.258 0.19
H 0.797 -2.797 0.659 0.02
H -1.614 -1.892 1.305 0.00

***

(4)
13
Properties=species:S:1:pos:R:3:lowdin_charge:R:1 method="wB97M-V/def2-TZVPD" homo_energy_ha="-0.3167 / -0.3126" gap_ev="7.26 / 6.89"
C 3.107 -1.226 -0.230 -0.17
C 1.989 -0.777 0.059 -0.12
C -1.418 -0.470 0.925 -0.04
C -0.434 1.010 -0.952 -0.03
C -0.425 0.552 0.447 -0.28
F -0.145 1.446 1.383 0.12
H 3.853 -1.534 -0.879 -0.06
H -1.361 -0.759 1.976 0.08
H -2.522 -0.102 0.890 0.14
H -1.256 -1.472 0.433 0.11
H -1.044 0.385 -1.531 0.08
H -0.788 1.969 -0.961 0.07
H 0.445 0.977 -1.559 0.09

***

(5)
62
Properties=species:S:1:pos:R:3:lowdin_charge:R:1 method="wB97M-V/def2-TZVPD" charge=+3 multiplicity=4 homo_energy_ha="-0.6748 / -0.6620" gap_ev="8.20 / 4.78" s_squared=3.885
Tc -0.875 -0.317 0.393 1.69
C -1.236 -4.562 -0.136 0.07
C -0.998 -3.184 0.290 -0.16
N -1.141 -2.133 -0.444 -0.08
O -1.614 -2.205 -1.703 0.09
B -2.710 -1.248 -1.956 -1.03
F -3.258 -1.364 -3.133 0.32
F -3.497 -1.172 -0.846 0.20
O -2.002 0.286 -1.936 0.04
N -2.000 0.850 -0.774 -0.18
C -2.681 1.866 -0.350 -0.18
C -3.690 2.575 -1.151 0.04
C -2.299 2.204 1.027 -0.17
N -1.300 1.486 1.476 -0.03
O -0.954 1.691 2.793 0.16
B 0.345 1.544 3.167 -0.86
F 1.242 1.336 2.206 0.23
F 0.709 1.684 4.387 0.37
O 0.317 -1.078 2.894 0.11
N -0.147 -1.399 1.824 -0.17
C -0.665 -2.832 1.741 -0.34
C 0.243 -3.786 2.486 0.06
C -2.973 3.241 1.811 0.05
H -1.646 -4.582 -1.146 0.12
H -1.906 -5.085 0.552 0.13
H -0.308 -5.144 -0.126 0.13
H -3.679 2.213 -2.179 0.11
H -3.527 3.654 -1.134 0.11
H -4.694 2.399 -0.751 0.13
H 0.438 -3.396 3.485 0.11
H 1.190 -3.904 1.966 0.12
H -0.237 -4.755 2.601 0.12
H -3.708 3.794 1.233 0.10
H -2.253 3.934 2.255 0.13
H -3.472 2.788 2.675 0.13
N 8.428 4.053 -3.098 0.33
C 7.481 3.470 -2.835 -0.07
C 6.262 2.803 -2.572 -0.12
C 5.482 3.164 -1.458 0.07
C 4.331 2.462 -1.172 0.07
C 3.914 1.406 -2.006 -0.08
C 4.699 1.063 -3.125 0.07
C 5.848 1.762 -3.419 0.08
N 2.717 0.723 -1.759 0.03
C 2.102 -0.155 -2.623 0.03
C 0.957 -0.561 -2.028 -0.04
N 0.842 0.054 -0.795 -0.03
C 1.919 0.817 -0.669 -0.05
H 5.794 3.985 -0.828 0.16
H 3.755 2.752 -0.308 0.13
H 4.427 0.242 -3.767 0.13
H 6.440 1.501 -4.283 0.16
H 2.478 -0.427 -3.586 0.14
H 0.222 -1.230 -2.431 0.12
H 2.144 1.404 0.198 0.13
F -4.969 -1.164 2.940 0.22
C -4.166 -2.204 3.035 -0.56
F -3.910 -2.463 4.302 0.23
F -4.727 -3.259 2.468 0.22
C -2.826 -1.889 2.268 -0.28
O -2.699 -0.868 1.623 0.08
O -1.955 -2.838 2.426 0.16

***

Result set for relative energy (zero: lowest compared OMol25 entry of this formula, charge and spin): 0.0; 669.3; 596.9; 575.6; 0.0 kJ/mol, one per record in the order listed.
Result set for electronic energy: -133471.2210; -7754.9561; -16143.4513; -8009.2449; -66312.6600 eV, one per record in the order listed.